(1)
A structure of composition C30H23I2MnN3O7S3, computed with the ωB97M-V functional and the def2-TZVPD basis.

Calculated values
Gap between HOMO and LUMO (spin up / spin down) in eV: 5.8 / 5.9
Charge: 0
Expectation value of S²: 0.82
Energy in eV: -130312.6535
E_HOMO (spin up / spin down) in eV: -7.9 / -8.0
Multiplicity: 2
Relative energy (zero: lowest compared OMol25 entry of this formula, charge and spin) in kcal per mole: 2.3

The geometry in XYZ format:
```
69
C30H23I2MnN3O7S3, DFT the ωB97M-V functional and the def2-TZVPD basis
Mn -0.594 -0.084 0.398
I -1.351 4.163 3.124
C 0.142 2.734 3.257
C 1.185 2.864 4.205
C 2.180 1.932 4.316
I 3.661 2.198 5.757
C 2.202 0.792 3.462
C 3.135 -0.264 3.454
C 3.002 -1.279 2.548
C 1.949 -1.259 1.617
N 1.053 -0.295 1.630
C 1.164 0.705 2.531
C 0.129 1.650 2.421
O -0.768 1.376 1.500
H 1.180 3.725 4.859
H 3.955 -0.260 4.160
H 3.711 -2.091 2.511
H 1.834 -2.023 0.865
C -3.778 1.974 -2.804
C -3.044 1.502 -1.584
S -1.466 1.761 -1.373
C -3.843 0.764 -0.551
C -5.332 0.727 -0.732
S -3.151 0.012 0.696
H -3.085 2.399 -3.522
H -4.521 2.726 -2.538
H -4.311 1.142 -3.268
H -5.738 1.690 -1.028
H -5.819 0.391 0.179
H -5.566 0.013 -1.526
C 2.840 3.075 -6.492
C 2.655 2.562 -5.095
C 3.442 1.529 -4.602
C 3.265 1.049 -3.313
C 2.282 1.606 -2.510
C 1.488 2.642 -2.980
C 1.679 3.112 -4.265
S 2.075 1.024 -0.854
O 1.676 2.130 -0.025
O 3.272 0.289 -0.524
N 0.785 0.043 -0.945
C 0.876 -1.081 -1.858
C -0.544 -1.588 -1.990
O -0.961 -2.251 -2.903
O -1.290 -1.194 -0.977
H 3.782 2.735 -6.916
H 2.827 4.164 -6.516
H 2.036 2.723 -7.141
H 4.211 1.099 -5.230
H 3.883 0.255 -2.922
H 0.741 3.086 -2.339
H 1.070 3.928 -4.629
H 1.509 -1.889 -1.476
H 1.255 -0.769 -2.838
O -1.940 -0.661 3.343
C -1.604 -1.654 2.740
N -1.026 -1.680 1.481
C -0.655 -2.973 1.144
O -0.003 -3.307 0.180
C -1.166 -3.874 2.224
C -1.117 -5.246 2.350
C -1.659 -5.792 3.510
C -2.214 -4.983 4.498
C -2.249 -3.597 4.361
C -1.717 -3.072 3.203
H -0.676 -5.863 1.580
H -1.649 -6.864 3.650
H -2.623 -5.441 5.388
H -2.670 -2.958 5.123
```

Charges in e, computed with Löwdin, in the same order as the atoms: number 1, Mn, carries 0.660; number 2, I, carries 0.940; number 3, C, carries -0.633; number 4, C, carries -0.203; number 5, C, carries -0.660; number 6, I, carries 0.924; number 7, C, carries -0.187; number 8, C, carries -0.007; number 9, C, carries -0.003; number 10, C, carries -0.065; number 11, N, carries 0.065; number 12, C, carries -0.146; number 13, C, carries -0.408; number 14, O, carries -0.258; number 15, H, carries 0.080; number 16, H, carries 0.075; number 17, H, carries 0.117; number 18, H, carries 0.116; number 19, C, carries -0.105; number 20, C, carries -0.694; number 21, S, carries 1.016; number 22, C, carries -0.680; number 23, C, carries -0.108; number 24, S, carries 1.077; number 25, H, carries 0.074; number 26, H, carries 0.089; number 27, H, carries 0.097; number 28, H, carries 0.082; number 29, H, carries 0.076; number 30, H, carries 0.102; number 31, C, carries -0.048; number 32, C, carries -0.266; number 33, C, carries -0.027; number 34, C, carries -0.050; number 35, C, carries -0.287; number 36, C, carries -0.067; number 37, C, carries -0.027; number 38, S, carries 0.611; number 39, O, carries -0.276; number 40, O, carries -0.282; number 41, N, carries -0.299; number 42, C, carries -0.138; number 43, C, carries -0.591; number 44, O, carries 0.104; number 45, O, carries -0.214; number 46, H, carries 0.076; number 47, H, carries 0.081; number 48, H, carries 0.087; number 49, H, carries 0.114; number 50, H, carries 0.115; number 51, H, carries 0.070; number 52, H, carries 0.117; number 53, H, carries 0.126; number 54, H, carries 0.129; number 55, O, carries 0.074; number 56, C, carries -0.453; number 57, N, carries 0.009; number 58, C, carries -0.393; number 59, O, carries 0.105; number 60, C, carries -0.081; number 61, C, carries 0.007; number 62, C, carries -0.065; number 63, C, carries -0.065; number 64, C, carries 0.006; number 65, C, carries -0.084; number 66, H, carries 0.121; number 67, H, carries 0.104; number 68, H, carries 0.103; number 69, H, carries 0.121



(2)
A structure of composition C30H24AsIrN3O7 at a distorted geometry, computed with the ωB97M-V functional and the def2-TZVPD basis.

Calculated values
Gap between HOMO and LUMO (spin up / spin down) in eV: 5.9 / 5.9
Charge: 0
Expectation value of S²: 0.76
Energy in eV: -113976.9068
E_HOMO (spin up / spin down) in eV: -7.6 / -7.5
Multiplicity: 2
Relative energy (zero: lowest compared OMol25 entry of this formula, charge and spin) in kcal per mole: 78.3

The geometry in XYZ format:
```
66
C30H24AsIrN3O7, DFT the ωB97M-V functional and the def2-TZVPD basis
Ir -0.161 0.149 -0.016
O 2.209 -1.734 2.574
C 1.276 -1.516 1.835
O 1.376 -1.184 0.569
C -0.141 -1.680 2.323
C -0.406 -2.429 3.477
C -1.705 -2.604 3.853
C -2.742 -2.038 3.080
C -4.109 -2.187 3.415
C -5.076 -1.614 2.644
C -4.722 -0.881 1.488
C -3.415 -0.739 1.125
C -2.394 -1.293 1.929
N -1.079 -1.124 1.591
H 0.433 -2.838 4.022
H -1.958 -3.177 4.736
H -4.367 -2.755 4.300
H -6.119 -1.724 2.908
H -5.496 -0.423 0.887
H -3.145 -0.202 0.226
C -1.062 -6.021 -0.981
C -1.369 -5.417 -2.195
C -1.161 -4.063 -2.375
C -0.637 -3.286 -1.339
C -0.328 -3.893 -0.133
C -0.539 -5.252 0.045
N -0.403 -1.885 -1.522
N -0.439 -1.498 -2.694
C -0.232 -0.148 -2.943
C -0.328 0.268 -4.271
C -0.162 1.596 -4.601
C 0.110 2.519 -3.599
C 0.211 2.108 -2.277
C 0.046 0.774 -1.919
H -1.222 -7.082 -0.845
H -1.768 -6.007 -3.010
H -1.393 -3.584 -3.315
H 0.123 -3.320 0.655
H -0.279 -5.710 0.990
H -0.554 -0.478 -5.023
H -0.251 1.917 -5.630
H 0.236 3.566 -3.843
H 0.395 2.847 -1.511
O -3.698 3.864 3.563
C -2.909 3.267 2.889
C -3.116 2.802 1.450
O -4.118 2.985 0.793
C -1.894 2.096 1.099
C -0.971 2.087 2.133
O 0.163 1.493 2.059
C -1.517 2.802 3.309
O -1.005 2.955 4.389
O -1.675 1.477 -0.043
C 2.749 2.822 -0.662
As 2.208 1.156 0.178
C 3.495 -0.048 -0.618
C 2.933 1.372 1.946
H 3.806 2.981 -0.455
H 2.172 3.656 -0.265
H 2.588 2.757 -1.735
H 4.403 0.501 -0.863
H 3.076 -0.504 -1.514
H 3.703 -0.835 0.099
H 4.004 1.541 1.838
H 2.757 0.471 2.526
H 2.457 2.214 2.440
```

Charges in e, computed with Löwdin, in the same order as the atoms: number 1, Ir, carries 1.390; number 2, O, carries 0.099; number 3, C, carries -0.598; number 4, O, carries -0.294; number 5, C, carries -0.208; number 6, C, carries 0.030; number 7, C, carries 0.031; number 8, C, carries -0.136; number 9, C, carries -0.024; number 10, C, carries -0.056; number 11, C, carries -0.036; number 12, C, carries -0.005; number 13, C, carries -0.170; number 14, N, carries 0.068; number 15, H, carries 0.127; number 16, H, carries 0.126; number 17, H, carries 0.117; number 18, H, carries 0.110; number 19, H, carries 0.118; number 20, H, carries 0.104; number 21, C, carries -0.079; number 22, C, carries -0.075; number 23, C, carries -0.024; number 24, C, carries -0.219; number 25, C, carries -0.015; number 26, C, carries -0.066; number 27, N, carries 0.039; number 28, N, carries 0.076; number 29, C, carries -0.270; number 30, C, carries -0.019; number 31, C, carries -0.078; number 32, C, carries -0.060; number 33, C, carries -0.149; number 34, C, carries -0.268; number 35, H, carries 0.105; number 36, H, carries 0.106; number 37, H, carries 0.104; number 38, H, carries 0.080; number 39, H, carries 0.108; number 40, H, carries 0.115; number 41, H, carries 0.106; number 42, H, carries 0.111; number 43, H, carries 0.081; number 44, O, carries 0.158; number 45, C, carries -0.246; number 46, C, carries -0.298; number 47, O, carries 0.107; number 48, C, carries -0.285; number 49, C, carries -0.306; number 50, O, carries -0.133; number 51, C, carries -0.271; number 52, O, carries 0.129; number 53, O, carries -0.217; number 54, C, carries -0.244; number 55, As, carries 1.186; number 56, C, carries -0.224; number 57, C, carries -0.215; number 58, H, carries 0.044; number 59, H, carries 0.046; number 60, H, carries 0.026; number 61, H, carries 0.043; number 62, H, carries 0.040; number 63, H, carries 0.037; number 64, H, carries 0.054; number 65, H, carries 0.026; number 66, H, carries 0.044



(3)
A structure of composition C30H24Cl4N2O2PZr at a distorted geometry, computed with the ωB97M-V functional and the def2-TZVPD basis.

Calculated values
Gap between HOMO and LUMO in eV: 6.8
Charge: +1
Energy in eV: -99231.0362
E_HOMO in eV: -10.3
Relative energy (zero: lowest compared OMol25 entry of this formula, charge and spin) in kcal per mole: 18.4

The geometry in XYZ format:
```
64
C30H24Cl4N2O2PZr, DFT the ωB97M-V functional and the def2-TZVPD basis
Zr -0.655 0.884 -0.271
N 1.692 1.460 -0.727
C 2.860 0.617 -0.606
C 4.145 1.134 -0.646
C 5.237 0.285 -0.547
C 5.042 -1.081 -0.409
C 3.760 -1.604 -0.363
C 2.658 -0.760 -0.450
P 0.903 -1.291 -0.465
C 0.936 -3.109 -0.583
C 0.523 -4.019 0.386
C 0.476 -5.367 0.067
C 0.826 -5.805 -1.201
C 1.262 -4.903 -2.159
C 1.302 -3.558 -1.854
C 0.404 -0.885 1.283
C 1.232 -0.207 2.183
C 0.736 0.216 3.407
C -0.579 -0.047 3.759
C -1.411 -0.732 2.882
C -0.938 -1.133 1.639
H 1.815 2.295 -0.139
H 1.613 1.805 -1.697
H 4.293 2.200 -0.752
H 6.233 0.701 -0.578
H 5.889 -1.746 -0.333
H 3.612 -2.668 -0.262
H 0.250 -3.687 1.377
H 0.150 -6.081 0.807
H 0.768 -6.853 -1.454
H 1.545 -5.244 -3.144
H 1.623 -2.833 -2.591
H 2.281 -0.062 1.951
H 1.387 0.729 4.098
H -0.949 0.270 4.722
H -2.423 -0.986 3.171
H -1.584 -1.720 0.983
Cl -0.816 7.334 -1.748
C -0.734 5.846 -0.911
C -0.596 5.828 0.477
Cl -0.570 7.300 1.355
C -0.487 4.611 1.152
Cl -0.263 4.552 2.854
C -0.560 3.408 0.454
O -0.435 2.216 1.067
C -0.730 3.423 -0.954
O -0.760 2.249 -1.604
C -0.793 4.646 -1.621
Cl -0.938 4.616 -3.333
C -1.928 -1.217 -2.453
C -2.870 -0.835 -1.349
C -4.136 -1.270 -1.043
C -4.603 -0.465 0.026
C -3.606 0.432 0.324
C -3.560 1.618 1.242
N -2.532 0.204 -0.507
H -2.499 -1.427 -3.357
H -1.354 -2.122 -2.220
H -1.244 -0.372 -2.662
H -4.677 -2.050 -1.542
H -5.570 -0.536 0.483
H -4.415 1.621 1.914
H -3.603 2.535 0.638
H -2.631 1.638 1.834
```

Charges in e, computed with Löwdin, in the same order as the atoms: number 1, Zr, carries 1.716; number 2, N, carries 0.010; number 3, C, carries -0.313; number 4, C, carries -0.011; number 5, C, carries -0.046; number 6, C, carries -0.051; number 7, C, carries -0.054; number 8, C, carries -0.311; number 9, P, carries 1.080; number 10, C, carries -0.371; number 11, C, carries -0.065; number 12, C, carries -0.057; number 13, C, carries -0.055; number 14, C, carries -0.060; number 15, C, carries -0.118; number 16, C, carries -0.439; number 17, C, carries -0.070; number 18, C, carries -0.039; number 19, C, carries -0.031; number 20, C, carries -0.045; number 21, C, carries -0.158; number 22, H, carries 0.123; number 23, H, carries 0.132; number 24, H, carries 0.124; number 25, H, carries 0.117; number 26, H, carries 0.116; number 27, H, carries 0.112; number 28, H, carries 0.106; number 29, H, carries 0.113; number 30, H, carries 0.114; number 31, H, carries 0.115; number 32, H, carries 0.112; number 33, H, carries 0.116; number 34, H, carries 0.121; number 35, H, carries 0.121; number 36, H, carries 0.127; number 37, H, carries 0.119; number 38, Cl, carries 0.722; number 39, C, carries -0.702; number 40, C, carries -0.699; number 41, Cl, carries 0.715; number 42, C, carries -0.610; number 43, Cl, carries 0.740; number 44, C, carries -0.377; number 45, O, carries -0.283; number 46, C, carries -0.376; number 47, O, carries -0.274; number 48, C, carries -0.609; number 49, Cl, carries 0.750; number 50, C, carries -0.052; number 51, C, carries -0.370; number 52, C, carries -0.032; number 53, C, carries -0.030; number 54, C, carries -0.362; number 55, C, carries -0.027; number 56, N, carries -0.172; number 57, H, carries 0.091; number 58, H, carries 0.056; number 59, H, carries 0.056; number 60, H, carries 0.106; number 61, H, carries 0.105; number 62, H, carries 0.090; number 63, H, carries 0.091; number 64, H, carries 0.053